[1]
Density functional theory data (ωB97M-V/def2-TZVPD) for a molecular structure, C5H7HoO4 at a distorted geometry.

Each line ends with the Mulliken spin population.
Atoms and positions in Å:
1 O 2.14721 -0.24023 0.90658  0.01
2 C 1.40416 -1.00162 0.23712  0.04
3 O 0.28299 -0.16962 -0.22232  0.08
4 O 1.46149 -2.15220 -0.10336  0.01
5 Ho 1.54770 1.85039 0.95924  3.08
6 C -1.37184 -0.22206 -1.86298  0.00
7 C -0.81009 -0.76908 -0.69726  1.07
8 H -0.80406 0.59878 -2.31919  0.03
9 H -2.05772 -0.85819 -2.42765  0.01
10 O -4.41391 -0.49956 0.81396  0.00
11 C -3.20371 -0.87817 0.18840  0.09
12 C -2.38785 0.30844 -0.33478  0.27
13 H -4.61378 -1.11378 1.52452  0.00
14 H -3.45515 -1.58318 -0.62248  0.03
15 H -2.60137 -1.41516 0.94207  0.00
16 H -1.89454 1.28697 -0.49068  0.13
17 H -3.06831 1.07942 0.08388  0.17

Cartesian forces (eV/Å) of the 2 atoms listed first:
O 1.136 1.032 0.906
C -0.464 -2.392 -1.340

Computed properties:
E_LUMO (spin up / spin down)	-5.8 / -5.9	eV
net charge	+1
HOMO level (spin up / spin down)	-9.958 / -11.352	eV
gap between HOMO and LUMO (spin up / spin down)	0.1515 / 0.1989	Ha
spin multiplicity	6



[2]
Density functional theory data (ωB97M-V/def2-TZVPD) for a molecular structure, C24H45CeClO4P2 at a distorted geometry.

Each line ends with the Mulliken spin population.
Atoms and positions in Å:
1 Ce -0.52470 0.04692 -0.50567  0.88
2 C 2.38684 -2.29984 1.55806  0.00
3 C 3.66453 -2.11840 1.14422  0.00
4 C 2.90211 0.02184 1.55426  0.00
5 C 1.74592 -0.94923 1.83485  0.00
6 C 3.99642 -0.70124 1.15187  -0.01
7 C 1.63405 -3.56795 1.62957  0.00
8 H 1.50942 -4.03721 0.63576  0.00
9 H 0.62890 -3.41522 2.05345  0.00
10 H 2.17663 -4.29024 2.26717  0.00
11 C 1.13793 -0.78377 3.22897  0.00
12 H 0.27833 -1.45744 3.36468  0.00
13 H 0.80394 0.25484 3.35894  0.00
14 H 1.90253 -1.00951 3.98368  0.00
15 C 2.82133 1.48375 1.64122  0.00
16 H 3.58437 1.89096 2.33103  0.00
17 H 1.82370 1.79800 1.97954  0.00
18 H 3.01415 1.95139 0.65870  0.00
19 C 5.30507 -0.15923 0.73811  0.00
20 H 6.10525 -0.65737 1.31013  0.00
21 H 5.38343 0.92247 0.90777  0.00
22 H 5.47878 -0.34988 -0.33281  0.00
23 C 4.57932 -3.20975 0.71522  0.00
24 H 4.68206 -3.95340 1.51989  0.00
25 H 5.57691 -2.82504 0.48598  0.00
26 H 4.20225 -3.73748 -0.17644  0.00
27 C -1.96594 -0.99645 -2.04524  0.07
28 C -1.16938 -1.95373 -1.37875  0.02
29 C 0.03729 -2.66268 -1.96525  0.00
30 C 1.40082 -1.89143 -2.04790  0.00
31 C 1.31218 -0.40247 -1.87285  0.00
32 C 0.44679 0.39564 -2.62757  0.02
33 C -0.32461 -0.13417 -3.82617  0.00
34 C -1.76797 -0.60719 -3.49674  0.01
35 H -0.18113 -3.00649 -2.98514  0.00
36 H 1.89075 -2.12152 -3.01844  0.00
37 H 0.17639 -3.58687 -1.37194  0.00
38 H -2.03224 -1.44109 -4.16086  0.01
39 H -2.94071 -0.72132 -1.61298  0.02
40 H -1.58802 -2.42925 -0.47137  0.01
41 H -2.45247 0.21653 -3.75723  0.00
42 H -0.38275 0.68524 -4.55223  0.00
43 H 0.58353 1.49063 -2.56677  0.01
44 H 0.21045 -0.92917 -4.36559  0.00
45 H 2.11149 -2.27770 -1.29998  0.00
46 H 2.17053 0.05773 -1.36437  0.00
47 P -4.78885 -1.84740 1.30264  0.00
48 C -3.89906 -1.96326 2.91157  0.00
49 H -4.55564 -2.42494 3.66100  0.00
50 H -3.54185 -0.97554 3.24560  0.00
51 H -3.02315 -2.60151 2.72062  0.00
52 C -5.56645 -0.20094 1.59413  0.00
53 H -6.60556 -0.32940 1.91300  0.00
54 H -5.52368 0.35677 0.65346  0.00
55 H -4.98188 0.34329 2.34097  0.00
56 C -6.22248 -2.97847 1.53686  0.00
57 H -6.52196 -3.28262 0.52668  0.00
58 H -7.06344 -2.48330 2.03169  0.00
59 H -5.91408 -3.87866 2.07928  0.00
60 P 0.34077 4.47277 -1.63438  0.00
61 C 1.74262 5.57203 -2.04834  0.00
62 H 1.43216 6.35594 -2.74792  0.00
63 H 2.47843 4.90983 -2.52836  0.00
64 H 2.16728 6.00254 -1.13031  0.00
65 C -1.00275 5.07656 -2.71831  0.00
66 H -1.19336 4.29587 -3.46626  0.00
67 H -0.67110 5.99405 -3.21116  0.00
68 H -1.91135 5.25133 -2.12869  0.00
69 C -0.21504 5.16839 -0.04770  0.00
70 H -1.01390 5.89294 -0.23405  0.00
71 H 0.64640 5.65473 0.41711  0.00
72 H -0.57724 4.36859 0.60210  0.00
73 O -2.13823 0.50728 1.39909  0.00
74 Cl -1.74298 1.95070 1.75631  0.00
75 O -0.45106 2.11884 0.92065  -0.01
76 O -2.73051 2.90119 1.14486  0.00
77 O 0.71345 -0.75981 0.88710  -0.03

Cartesian forces (eV/Å) of the 2 atoms listed first:
Ce -1.181 4.981 9.701
C 0.816 0.596 -0.373

Computed properties:
E_LUMO (spin up / spin down)	-4.8 / -4.7	eV
net charge	+1
HOMO level (spin up / spin down)	-10.084 / -10.088	eV
gap between HOMO and LUMO (spin up / spin down)	0.1934 / 0.1979	Ha
spin multiplicity	2



Number 1: molecular weight 296.04 g mol⁻¹, calculated total energy -1443.1216 hartree. Number 2: molecular weight 635.14 g mol⁻¹, calculated total energy -2859.8987 hartree.